17
Properties=species:S:1:pos:R:3:forces:R:3 method="wB97M-V/def2-TZVPD" s_squared=0.75 gap_ha="0.158 / 0.289" spin_multiplicity=2 homo_energy_ev="-0.17 / -3.78" total_energy_ev=-8873.219 e_above_lowest_ev=0.4195 charge=-1
C 0.79203 1.80586 -0.25446 0.4308 0.2190 0.1896
C 0.40429 0.72880 0.75926 0.0385 -0.2672 -0.0075
C 2.10752 -0.83683 0.17770 -0.0106 0.1569 0.1902
N 0.78765 -0.58864 0.36869 0.2309 -0.5739 -0.3059
H 0.54525 2.82624 0.06171 -0.3313 -0.0875 -0.0575
H 0.39905 1.58366 -1.24658 -0.2075 0.0786 -0.0076
H 1.88060 1.80128 -0.33879 0.0477 -0.0438 -0.1072
H 0.87315 0.99902 1.73136 -0.0261 0.0605 -0.0195
H -0.67459 0.66107 0.92396 -0.1226 0.5191 -0.0297
H 2.85481 -0.05679 -0.01897 -0.1319 -0.2053 0.1197
H 2.41819 -1.87776 0.11652 0.0366 0.1430 -0.1768
H -0.30792 -1.59621 -0.32725 0.1392 -0.1457 0.6885
H -1.08882 -1.92304 -1.58798 -0.0627 -0.3696 0.0678
O -1.01880 -2.25446 -0.68124 -0.1459 0.6278 -0.6095
H -2.85232 -0.55665 -0.53423 0.3087 -0.4381 0.4986
H -3.58200 -0.57307 0.85132 0.4386 -0.3438 -0.0400
O -3.53812 -0.14248 -0.00102 -0.6324 0.6702 -0.3931